{"formula": "C19H21N5OS", "method": "ωB97M-V/def2-TZVPD", "species": ["N", "N", "C", "O", "C", "C", "C", "C", "N", "C", "C", "C", "C", "C", "C", "C", "C", "C", "C", "C", "C", "N", "C", "N", "C", "S", "H", "H", "H", "H", "H", "H", "H", "H", "H", "H", "H", "H", "H", "H", "H", "H", "H", "H", "H", "H", "H"], "coordinates": [[-7.1512, -2.3231, -0.0331], [-6.1885, -1.2965, -0.0613], [-4.8764, -1.5772, -0.2410], [-4.4913, -2.7016, -0.5239], [-3.9576, -0.4428, -0.0914], [-2.6165, -0.5204, -0.3216], [-1.9380, 0.7076, -0.1246], [-0.5800, 1.1305, -0.2536], [0.4613, 0.3083, -0.4869], [0.5459, -1.0566, -0.0218], [1.4564, -1.1445, 1.2096], [2.8505, -0.5658, 0.9534], [3.6943, -1.4803, 0.0472], [5.1061, -0.9799, -0.0676], [6.0074, -1.1843, 0.9703], [7.3012, -0.7032, 0.8883], [7.7135, -0.0076, -0.2359], [6.8252, 0.2000, -1.2764], [5.5310, -0.2830, -1.1911], [2.6982, 0.8485, 0.3865], [1.7568, 0.8703, -0.8153], [-0.3062, 2.4413, -0.1996], [-1.2652, 3.2946, 0.0892], [-2.5255, 3.0175, 0.3535], [-2.8387, 1.7378, 0.2153], [-4.4675, 1.1627, 0.3767], [-7.6382, -2.3579, -0.9307], [-6.6312, -3.1982, 0.0608], [-6.4996, -0.4055, 0.2971], [-2.1837, -1.4389, -0.6734], [0.9384, -1.6804, -0.8313], [-0.4377, -1.4248, 0.2553], [0.9871, -0.5825, 2.0211], [1.5277, -2.1881, 1.5207], [3.3734, -0.4945, 1.9141], [3.7005, -2.4822, 0.4837], [3.2500, -1.5491, -0.9454], [5.6922, -1.7310, 1.8481], [7.9910, -0.8725, 1.7022], [8.7238, 0.3680, -0.3015], [7.1402, 0.7392, -2.1578], [4.8457, -0.1198, -2.0113], [2.2839, 1.5012, 1.1573], [3.6715, 1.2440, 0.0944], [2.1719, 0.2774, -1.6361], [1.6054, 1.8945, -1.1534], [-0.9801, 4.3373, 0.1340]], "atomic_forces_ev_per_a": [[-0.034, -0.114, -0.032], [-0.382, 0.063, -0.101], [-0.266, -0.320, -0.207], [0.061, -0.005, 0.048], [0.674, 0.464, 0.099], [-0.712, -0.386, -0.035], [-0.080, 0.701, 0.251], [-0.363, 0.320, -0.074], [0.048, -0.054, -0.197], [-0.070, -0.340, 0.340], [0.073, 0.021, -0.140], [-0.113, -0.006, 0.046], [-0.005, 0.173, 0.240], [-0.032, -0.126, -0.119], [-0.026, 0.008, -0.024], [0.063, 0.007, 0.079], [0.096, 0.047, -0.022], [0.065, 0.072, -0.061], [0.010, -0.042, 0.016], [-0.035, -0.114, -0.076], [0.381, 0.341, -0.011], [0.447, -0.374, -0.042], [-0.351, 0.112, 0.140], [-0.425, 0.483, 0.121], [0.318, -0.376, -0.090], [0.363, -0.180, -0.124], [0.322, 0.015, 0.166], [-0.106, 0.245, -0.025], [0.070, -0.242, 0.062], [0.019, -0.163, -0.009], [-0.103, -0.031, 0.017], [0.090, -0.013, -0.102], [-0.059, -0.035, 0.034], [-0.014, -0.047, 0.056], [-0.021, -0.024, -0.053], [-0.050, -0.045, -0.067], [-0.017, -0.090, -0.048], [-0.041, -0.070, 0.099], [0.055, -0.018, 0.062], [0.081, 0.027, -0.007], [0.030, 0.041, -0.069], [-0.094, -0.001, -0.079], [0.010, 0.072, 0.009], [0.006, 0.084, 0.025], [-0.012, 0.021, -0.034], [0.112, -0.209, -0.055], [0.019, 0.105, -0.007]], "smiles": "NNC(=O)c1cc2c(N3CCC(Cc4ccccc4)CC3)ncnc2s1", "lumo_energy_ev": 0.12, "relative_energy_kcal_mol": 8.7, "multiplicity": 1}